Density functional theory data (ωB97M-V/def2-TZVPD) for a cluster of 2 separate species, C4H10N2 in total in a non-equilibrium geometry.

Values from the calculation:
HOMO-LUMO gap in eV: 10.640
Largest force on an atom in eV Å⁻¹: 2.1
SMILES: C=NC.C=NC
Electronic energy in Ha: -267.8330
Energy above the lowest of the compared OMol25 structures with the same formula, charge and spin in kcal/mol: 57.9

Each line ends with the Mulliken charge.
Positions of all 16 atoms, in Å:
C: -0.99768 -2.76527 -3.39855  -0.63
C: -1.25586 -3.69974 -1.28984  -0.21
N: -0.62307 -3.72160 -2.37464  -0.37
H: -0.04734 -2.30705 -3.66376  0.23
H: -1.84548 -2.14124 -3.11600  0.31
H: -1.35813 -3.21465 -4.33134  0.23
H: -0.97361 -4.34901 -0.46455  0.25
H: -2.13041 -3.06988 -1.08685  0.19
C: 1.79295 3.99754 2.42212  -0.66
C: 0.40472 2.15592 2.65498  -0.16
N: 1.04629 3.03915 3.25126  -0.41
H: 1.13920 4.86596 2.36885  0.26
H: 2.02056 3.60564 1.42947  0.31
H: 2.72823 4.24594 2.91495  0.23
H: -0.22403 1.38966 3.11484  0.24
H: 0.32367 1.96863 1.56905  0.19

Density functional theory data (ωB97M-V/def2-TZVPD) for an isolated molecule of C4H10N2 in a non-equilibrium geometry.

Values from the calculation:
HOMO-LUMO gap (spin up / spin down) in eV: 8.505 / 7.094
Largest force on an atom in eV Å⁻¹: 2.2
Electronic energy in Ha: -267.7582
Energy above the lowest of the compared OMol25 structures with the same formula, charge and spin in kcal/mol: 104.9

Each line ends with the Mulliken charge.
Positions of all 16 atoms, in Å:
C: 0.12977 0.57838 0.39337  0.08
C: -1.09443 0.60030 1.28915  -1.47
C: 1.53967 -1.23609 -0.83538  -1.04
C: 0.19325 -0.93045 -0.45140  0.67
N: 0.12538 1.67433 -0.50948  -0.63
N: -0.89869 -1.28794 -1.13969  -0.86
H: 1.04107 0.59604 0.99130  0.44
H: 0.96671 1.72315 -1.06929  0.28
H: -0.67789 1.65034 -1.12724  0.28
H: -1.73088 -1.12987 -0.57550  0.26
H: -1.11814 1.54418 1.83751  0.37
H: -2.01523 0.53828 0.70488  0.36
H: -1.08306 -0.22480 2.00321  0.33
H: 1.74838 -1.82284 -1.72344  0.34
H: 2.37709 -0.76949 -0.33265  0.32
H: 0.49698 -1.50351 0.54463  0.26

Density functional theory data (ωB97M-V/def2-TZVPD) for an isolated molecule of C4H10N2 in a non-equilibrium geometry.

Values from the calculation:
HOMO-LUMO gap in eV: 8.917
Largest force on an atom in eV Å⁻¹: 3.7
SMILES: C=C(N)CCN
Electronic energy in Ha: -267.8599
Energy above the lowest of the compared OMol25 structures with the same formula, charge and spin in kcal/mol: 41.1

Each line ends with the Mulliken charge.
Positions of all 16 atoms, in Å:
C: 1.02013 -0.32665 1.12770  -0.34
C: 0.36808 -0.70298 -0.18803  -0.74
C: -0.37354 0.30314 -1.03187  0.57
C: -1.45693 -0.12604 -1.74710  -1.09
N: 0.10900 1.60470 -1.10507  -0.48
N: 0.17110 -0.86098 2.22430  -0.70
H: 1.03566 0.77864 1.15578  0.21
H: 2.04977 -0.63631 1.23448  0.41
H: 1.11733 -1.02094 -0.95190  0.30
H: -0.05056 -1.71670 -0.22636  0.38
H: -2.19081 0.61970 -2.02888  0.29
H: -1.54257 -1.18399 -1.93347  0.25
H: 0.15540 1.98592 -0.16686  0.20
H: -0.40379 2.13775 -1.79079  0.27
H: 0.60238 -0.64964 3.12371  0.24
H: -0.61067 -0.20561 2.30437  0.23

Density functional theory data (ωB97M-V/def2-TZVPD) for an isolated molecule of C4H10N2 in a non-equilibrium geometry.

Values from the calculation:
HOMO-LUMO gap in eV: 10.085
Largest force on an atom in eV Å⁻¹: 5.2
SMILES: CCC/N=C\N
Electronic energy in Ha: -267.8749
Energy above the lowest of the compared OMol25 structures with the same formula, charge and spin in kcal/mol: 31.6

Each line ends with the Mulliken charge.
Positions of all 16 atoms, in Å:
C: 0.52924 0.96881 -2.05277  -1.10
C: 1.30430 0.20929 -0.95810  -0.53
C: 0.53959 -0.15293 0.40929  -0.71
N: -1.43748 -0.44407 2.36828  -0.43
C: -1.68050 -0.88961 1.00086  0.03
N: -0.73757 -0.78170 0.09789  -0.41
H: -0.51663 0.80610 -1.92589  0.34
H: 0.68150 2.03613 -2.14683  0.29
H: 0.77811 0.72154 -3.06400  0.31
H: 1.64702 -0.78772 -1.36226  0.26
H: 2.18151 0.69595 -0.71657  0.46
H: 0.43096 0.75229 1.01256  0.31
H: 1.16698 -0.82098 1.04244  0.39
H: -1.75717 -1.00045 3.07869  0.19
H: -0.57545 0.12502 2.45340  0.20
H: -2.55442 -1.43769 0.76301  0.39